Formula: C31H80F3HgO13S
Source: OMol25
Level of theory: wB97M-V/def2-TZVPD

Energy above the lowest of the compared OMol25 structures with the same formula, charge and spin = 890.50 kJ/mol
LUMO = -10.12 eV
Gap between HOMO and LUMO = 1.128 eV
Total energy = -3057.790178 hartree
Charge = +1

Last column: Mulliken charge in e.
Positions of all 129 atoms, in Å:
Hg: -3.513 -2.747 4.881  0.525
C: 0.998 -0.132 -0.022  0.681
F: 1.891 -0.854 0.643  -0.187
F: 0.632 0.872 0.750  -0.191
F: 1.470 0.320 -1.167  -0.180
S: -0.564 -1.252 -0.344  1.098
O: -0.086 -2.442 -1.073  -0.409
O: -1.112 -1.597 0.937  -0.427
O: -1.509 -0.525 -1.170  -0.421
C: 7.840 -6.833 4.720  -1.267
C: 8.016 -5.358 5.025  0.534
C: 6.789 -4.506 4.582  -1.187
O: 8.249 -5.251 6.440  -0.560
H: 6.984 -7.257 5.246  0.325
H: 8.679 -7.345 5.192  0.355
H: 7.747 -7.011 3.649  0.337
H: 8.888 -5.038 4.454  0.172
H: 5.864 -4.936 4.966  0.304
H: 6.689 -4.436 3.499  0.355
H: 6.874 -3.488 4.964  0.312
H: 8.953 -5.829 6.742  0.320
C: -4.988 -4.666 -5.319  -1.350
C: -4.137 -4.468 -6.579  0.619
C: -4.947 -4.543 -7.873  -1.257
O: -3.517 -3.207 -6.461  -0.512
H: -5.742 -3.884 -5.232  0.358
H: -4.396 -4.683 -4.404  0.415
H: -5.531 -5.606 -5.425  0.333
H: -3.308 -5.175 -6.596  0.171
H: -4.452 -4.226 -8.790  0.352
H: -5.868 -3.962 -7.819  0.310
H: -5.187 -5.599 -8.000  0.356
H: -3.308 -3.155 -5.525  0.320
C: 3.184 7.325 1.249  -1.224
C: 3.742 8.631 1.754  0.289
C: 4.553 9.330 0.695  -1.106
O: 2.599 9.417 2.036  -0.530
H: 2.460 6.864 1.920  0.354
H: 3.902 6.511 1.147  0.354
H: 2.582 7.452 0.349  0.318
H: 4.233 8.430 2.706  0.303
H: 3.947 9.419 -0.206  0.267
H: 5.442 8.728 0.505  0.336
H: 4.844 10.354 0.930  0.323
H: 2.034 9.382 1.261  0.349
C: 2.057 1.113 7.164  -1.119
C: 1.479 -0.267 6.958  0.129
C: 1.725 -1.114 8.197  -1.112
O: 0.109 -0.208 6.899  -0.500
H: 1.970 1.649 6.219  0.287
H: 3.107 1.093 7.456  0.341
H: 1.505 1.513 8.014  0.346
H: 1.933 -0.717 6.075  0.338
H: 2.782 -1.166 8.458  0.356
H: 1.415 -2.146 8.038  0.303
H: 1.161 -0.733 9.049  0.320
H: -0.092 0.354 7.651  0.381
C: 6.522 1.766 -5.423  -1.095
C: 5.970 3.215 -5.276  0.438
C: 6.930 4.158 -4.493  -1.301
O: 5.633 3.718 -6.549  -0.544
H: 7.101 1.511 -4.535  0.301
H: 7.147 1.591 -6.298  0.351
H: 5.651 1.112 -5.458  0.285
H: 5.031 3.199 -4.723  0.212
H: 7.959 4.146 -4.853  0.316
H: 7.002 3.879 -3.442  0.340
H: 6.749 5.229 -4.581  0.366
H: 6.365 3.586 -7.156  0.331
C: 2.529 -4.968 -6.559  -1.161
C: 2.843 -5.988 -5.496  0.411
C: 3.858 -5.502 -4.441  -1.273
O: 1.655 -6.302 -4.795  -0.518
H: 3.460 -4.614 -7.002  0.342
H: 2.015 -4.122 -6.103  0.270
H: 1.858 -5.392 -7.307  0.309
H: 3.214 -6.895 -5.974  0.276
H: 4.894 -5.495 -4.779  0.389
H: 4.021 -6.302 -3.719  0.358
H: 3.593 -4.545 -3.989  0.330
H: 1.512 -5.633 -4.121  0.340
C: -4.519 3.325 4.348  -1.119
C: -5.691 2.406 4.737  0.289
C: -7.103 2.982 4.454  -1.222
O: -5.553 1.237 3.971  -0.504
H: -3.581 3.098 4.854  0.294
H: -4.740 4.370 4.565  0.330
H: -4.215 3.373 3.302  0.306
H: -5.670 2.034 5.761  0.296
H: -7.320 3.840 5.090  0.355
H: -7.812 2.157 4.528  0.348
H: -7.105 3.339 3.424  0.332
H: -5.817 1.548 3.102  0.350
C: -4.067 8.876 -0.575  -1.219
C: -2.857 8.007 -0.408  0.335
C: -2.971 6.738 -1.240  -1.204
O: -1.824 8.792 -0.830  -0.536
H: -5.042 8.494 -0.273  0.369
H: -4.220 9.073 -1.636  0.321
H: -4.006 9.856 -0.102  0.313
H: -2.653 7.660 0.605  0.289
H: -3.100 7.019 -2.286  0.331
H: -3.832 6.155 -0.912  0.337
H: -2.072 6.127 -1.156  0.303
H: -1.922 8.959 -1.771  0.361
C: -9.165 2.641 -2.510  -1.219
C: -8.190 1.503 -2.839  0.558
C: -7.329 1.863 -4.043  -1.316
O: -7.348 1.299 -1.802  -0.485
H: -9.923 2.636 -3.293  0.345
H: -8.647 3.600 -2.525  0.333
H: -9.661 2.415 -1.566  0.322
H: -8.796 0.600 -2.905  0.184
H: -6.918 2.862 -3.892  0.355
H: -7.899 1.905 -4.971  0.332
H: -6.433 1.259 -4.184  0.378
H: -6.511 0.924 -2.086  0.299
C: 0.674 -7.634 2.385  -1.223
C: -0.859 -7.562 2.644  0.331
C: -1.430 -9.023 2.714  -1.227
O: -1.100 -6.824 3.794  -0.509
H: 0.895 -8.202 1.481  0.361
H: 1.225 -8.153 3.169  0.336
H: 1.144 -6.662 2.241  0.311
H: -1.238 -7.031 1.770  0.282
H: -2.520 -9.036 2.716  0.321
H: -0.953 -9.666 3.455  0.368
H: -1.107 -9.560 1.822  0.356
H: -0.803 -7.365 4.529  0.373